{
  "formula": "C36H40CeO3P2S",
  "method": "ωB97M-V/def2-TZVPD",
  "elements": ["Ce", "C", "C", "C", "C", "C", "C", "C", "C", "C", "H", "H", "H", "H", "H", "H", "H", "H", "H", "H", "H", "H", "H", "H", "H", "P", "P", "C", "C", "C", "C", "C", "C", "C", "C", "C", "C", "C", "C", "C", "C", "C", "C", "C", "C", "C", "C", "C", "C", "C", "C", "C", "C", "H", "H", "H", "H", "H", "H", "H", "H", "H", "H", "H", "H", "H", "H", "H", "H", "H", "H", "H", "H", "H", "H", "C", "S", "O", "O", "O", "H", "H", "H"],
  "positions_angstrom": [[-2.03500, -1.16026, -0.52335], [3.01353, 0.81537, -2.49700], [3.48463, 0.54682, -1.27691], [4.21977, 1.55616, -0.41985], [3.64820, 2.99171, -0.38067], [2.18706, 3.20066, -0.63025], [1.64236, 3.33488, -1.83756], [2.38017, 3.22700, -3.11331], [3.38499, 2.07719, -3.22242], [-3.46802, -0.65174, 1.36883], [2.42369, 0.08893, -3.05840], [3.47323, -0.48630, -0.89115], [5.25357, 1.64121, -0.75532], [4.26453, 1.15722, 0.59762], [3.87088, 3.38966, 0.63060], [4.19692, 3.60907, -1.11448], [1.64154, 3.44373, 0.28055], [0.67046, 3.78730, -1.96819], [2.91772, 4.15138, -3.29108], [1.63356, 3.12425, -3.90047], [3.53307, 1.84775, -4.29598], [4.35094, 2.40582, -2.80896], [-4.36745, -1.12298, 0.95451], [-3.80944, 0.29109, 1.77745], [-3.11412, -1.29272, 2.18308], [0.80293, -1.52284, 0.39836], [-1.40578, 1.10512, 1.03399], [1.22565, 0.16632, 0.67777], [0.36947, 1.18892, 0.97114], [1.67805, -2.57153, 1.54771], [3.01205, -2.34810, 1.93933], [3.63568, -3.27224, 2.78906], [2.93068, -4.37143, 3.30014], [1.58324, -4.55527, 2.94580], [0.95615, -3.65950, 2.08490], [1.04076, -2.13128, -1.31295], [0.29111, -1.55337, -2.37744], [0.21808, -2.21663, -3.61151], [0.98640, -3.35923, -3.84653], [1.77660, -3.89149, -2.81591], [1.78724, -3.29780, -1.55493], [-1.85514, 2.08997, 2.48528], [-1.58861, 1.52231, 3.74907], [-2.08653, 2.14333, 4.89239], [-2.79571, 3.34323, 4.79738], [-3.03560, 3.90732, 3.54073], [-2.56353, 3.29862, 2.37430], [-2.13803, 1.82054, -0.48544], [-3.39907, 1.38102, -0.96382], [-3.92432, 1.88626, -2.16264], [-3.20529, 2.84219, -2.87891], [-1.95164, 3.28542, -2.41415], [-1.43548, 2.78832, -1.21725], [2.29235, 0.36486, 0.68060], [0.77922, 2.13904, 1.31912], [3.56244, -1.48030, 1.56848], [4.68688, -3.14258, 3.04369], [3.42259, -5.10548, 3.94192], [1.01421, -5.40491, 3.31956], [-0.08774, -3.77750, 1.78478], [-0.20430, -0.56895, -2.26551], [-0.44025, -1.82979, -4.39569], [0.99256, -3.83585, -4.83191], [2.37360, -4.78423, -2.98561], [2.34828, -3.73925, -0.72409], [-1.03262, 0.57804, 3.79472], [-1.91498, 1.67237, 5.85864], [-3.16211, 3.83404, 5.69567], [-3.60343, 4.82661, 3.44630], [-2.74934, 3.70832, 1.37893], [-3.98034, 0.70398, -0.33815], [-4.90660, 1.54709, -2.50031], [-3.64015, 3.28338, -3.78260], [-1.41097, 4.04912, -2.98553], [-0.48432, 3.13238, -0.82173], [-4.45369, -4.16673, 1.13457], [-3.12028, -3.97039, -0.07634], [-2.83262, -5.25778, -0.64365], [-3.58985, -2.88359, -1.03207], [-1.95660, -3.27151, 0.61383], [-4.98349, -5.12262, 1.05614], [-5.14806, -3.37467, 0.88675], [-4.07653, -4.11448, 2.16629]],
  "forces_ev_per_a": [[-0.599, -1.282, 1.265], [0.178, -0.236, -0.006], [0.338, -0.267, -0.403], [-0.141, -0.390, -0.105], [0.524, 0.260, 0.224], [-0.116, 0.400, 0.133], [0.355, 0.824, 0.645], [-0.075, -0.546, -0.581], [0.353, 0.010, -0.085], [-0.146, -0.300, 0.127], [0.285, -0.107, 0.181], [-0.386, 0.474, -0.170], [0.159, -0.146, 0.072], [0.095, 0.045, 0.010], [0.021, -0.030, -0.658], [-0.146, -0.175, 0.450], [-0.267, 0.089, -0.418], [-0.041, -0.174, 0.201], [0.026, 0.381, -0.192], [0.065, 0.083, -0.225], [0.063, 0.101, 0.570], [-0.246, -0.111, -0.416], [-0.026, -0.199, -0.326], [0.124, 0.199, 0.171], [0.168, 0.139, -0.063], [-2.084, -0.593, -0.542], [-0.444, -0.583, -0.027], [-0.003, 2.019, 0.390], [1.603, -0.776, -0.182], [0.269, -0.282, 0.724], [-0.173, -0.442, -0.033], [-0.160, 0.053, -0.011], [-0.406, 0.159, -0.505], [0.234, 0.131, -0.014], [0.198, 0.305, -0.324], [0.347, 0.406, -0.300], [-0.089, -0.730, 0.413], [0.008, 0.218, -0.118], [0.132, -0.060, 0.287], [-0.213, 0.287, -0.092], [-0.346, 0.178, 0.227], [-0.317, -0.201, 0.213], [-0.316, 0.069, -0.461], [0.310, -0.118, -0.027], [0.073, -0.166, -0.480], [0.167, 0.025, -0.201], [0.060, -0.616, 0.172], [-0.042, 0.333, -0.151], [0.419, 0.223, -0.168], [0.091, -0.151, 0.365], [0.292, 0.246, 0.057], [-0.474, -0.012, -0.066], [-0.116, -0.226, -0.059], [-0.175, 0.338, 0.264], [0.073, -0.326, -0.206], [-0.068, -0.317, 0.088], [-0.283, 0.040, -0.004], [-0.114, 0.344, -0.178], [0.215, 0.187, 0.009], [0.376, -0.159, 0.206], [0.429, -0.199, -0.160], [0.413, -0.041, 0.200], [-0.152, 0.192, 0.435], [-0.108, 0.183, -0.032], [-0.157, 0.114, -0.423], [-0.253, 0.353, 0.198], [-0.020, 0.213, -0.162], [0.017, -0.126, -0.194], [0.098, -0.047, 0.121], [-0.094, 0.055, 0.417], [-0.185, 0.151, -0.241], [0.336, 0.173, 0.077], [0.263, -0.269, 0.326], [-0.191, -0.332, 0.303], [-0.355, -0.068, -0.143], [0.208, -0.016, 0.075], [-0.269, -1.238, 0.441], [0.012, 1.413, 0.249], [0.544, 0.025, 0.087], [-0.524, -0.011, -0.569], [0.469, 0.111, -0.516], [-0.171, 0.209, 0.333], [0.081, 0.310, -0.490]],
  "mulliken_charge": [1.077, -0.105, -0.294, -1.387, -1.299, 0.439, -1.412, -1.362, -1.005, -1.791, 0.544, 0.941, 0.594, 0.207, 0.427, 0.297, 1.134, 1.089, 0.386, 0.393, 0.494, 0.247, 0.520, 0.759, 0.343, 0.754, 1.108, -0.317, -1.049, 0.058, -0.193, -0.636, -0.579, -0.649, -0.292, 0.948, -0.776, -0.756, -0.810, -0.646, -0.898, 0.478, -0.515, -0.614, -0.566, -0.628, -0.409, 0.652, -0.657, -0.767, -0.823, -0.378, -0.952, 0.358, 0.992, 0.290, 0.439, 0.392, 0.450, 0.350, 1.004, 0.473, 0.444, 0.464, 0.452, 0.416, 0.412, 0.414, 0.427, 0.408, 0.759, 0.513, 0.430, 0.528, 0.631, -0.963, 1.311, -0.581, -0.681, -0.490, 0.396, 0.345, 0.287],
  "homo_lumo_gap_ev": [6.31, 6.31],
  "e_homo_ev": [-13.7, -13.7],
  "molar_mass_g_mol": 754.844,
  "total_charge": 2
}